Run w
C5H13N3O in the gas phase. Source: OMol25; level of theory: the ωB97M-V functional and the def2-TZVPD basis.

SMILES string: [H]/N=N/[C@@H](O)NC(C)(C)C
orbital gap: 9.485 eV
HOMO level: -0.328 Ha

Last column: Löwdin charge in e.
CARTESIAN COORDINATES (ANGSTROEM)
C (0.67, -1.24, 0.80)  -0.491
C (-1.48, -0.58, -1.07)  -0.064
C (-1.46, 1.81, -0.02)  -0.023
C (0.42, 0.79, -1.32)  -0.078
C (-0.72, 0.50, -0.29)  -0.602
N (2.72, -1.15, 1.56)  0.067
N (-0.13, -0.01, 0.96)  0.080
N (2.11, -0.86, 0.53)  0.045
O (0.56, -1.97, 1.92)  -0.040
H (0.37, -2.04, 0.04)  0.167
H (-1.11, -1.60, -1.11)  0.054
H (-2.53, -0.76, -0.55)  0.124
H (-1.69, -0.22, -2.10)  0.083
H (-1.94, 2.29, -0.88)  0.103
H (-0.79, 2.37, 0.49)  0.041
H (-2.20, 1.53, 0.64)  0.056
H (0.92, -0.05, -1.45)  0.003
H (-0.05, 1.20, -2.27)  0.099
H (1.03, 1.71, -1.06)  0.101
H (3.66, -0.88, 1.28)  0.079
H (1.35, -1.64, 2.47)  0.088
H (0.28, 0.78, 1.42)  0.107

Run x
C5H13N3O in the gas phase. Source: OMol25; level of theory: the ωB97M-V functional and the def2-TZVPD basis.

SMILES string: CO/N=C\[C@@H](N)[C@@H](C)N
orbital gap: 9.655 eV
HOMO level: -0.319 Ha

Last column: Löwdin charge in e.
CARTESIAN COORDINATES (ANGSTROEM)
C (-0.79, 0.62, 1.01)  -0.306
C (0.80, 0.14, 1.51)  -0.381
C (-0.66, -1.18, -2.84)  -0.099
C (1.55, -0.53, 0.39)  -0.078
N (-1.67, -0.52, 1.14)  0.030
N (1.57, 1.20, 2.08)  0.029
C (-0.66, 1.23, -0.33)  -0.143
O (-0.90, -0.68, -1.55)  -0.232
N (-0.48, 0.66, -1.47)  0.043
H (-1.13, 1.39, 1.72)  0.124
H (0.52, -0.57, 2.29)  0.126
H (-1.36, -1.28, 0.55)  0.062
H (-2.63, -0.29, 0.91)  0.079
H (1.11, 1.66, 2.85)  0.074
H (1.87, 1.88, 1.39)  0.077
H (-0.45, 2.29, -0.36)  0.113
H (-1.16, -2.14, -2.89)  0.086
H (-1.07, -0.50, -3.60)  0.081
H (0.41, -1.32, -3.02)  0.082
H (1.53, 0.14, -0.52)  0.081
H (2.57, -0.77, 0.68)  0.077
H (1.03, -1.43, 0.06)  0.074

Top of the stability list: run x, leading by 0.0235 hartree.

Run w
C5H8OS2 in the gas phase. Source: OMol25; level of theory: the ωB97M-V functional and the def2-TZVPD basis.

orbital gap (alpha / beta): 7.467 / 7.467 eV
HOMO level (alpha / beta): -0.305 / -0.305 Ha

Last column: Löwdin charge in e.
CARTESIAN COORDINATES (ANGSTROEM)
C (1.02, -1.00, -2.00)  -0.032
C (0.85, -0.17, -0.73)  -0.492
C (1.51, -0.65, 0.48)  -1.046
C (-1.12, 0.89, 0.41)  -0.070
C (-0.74, -0.16, -0.65)  -0.212
O (1.12, -2.25, -1.83)  -0.011
S (2.82, 0.43, 1.16)  0.737
S (1.24, -2.19, 1.08)  0.680
H (0.98, 0.90, -0.73)  0.096
H (-0.81, 0.42, 1.47)  0.140
H (-2.10, 1.04, 0.28)  0.018
H (-0.59, 1.79, 0.07)  0.086
H (-1.10, -0.01, -1.56)  0.049
H (-1.00, -1.31, -0.34)  0.146
H (2.59, 0.12, 2.45)  -0.127
H (1.11, -2.79, -0.98)  0.039

Run x
C5H8OS2 in the gas phase. Source: OMol25; level of theory: the ωB97M-V functional and the def2-TZVPD basis.

SMILES string: S[C@@H]1[C@H]2OCC[C@]12S
orbital gap: 9.023 eV
HOMO level: -0.321 Ha

Last column: Löwdin charge in e.
CARTESIAN COORDINATES (ANGSTROEM)
C (-0.75, 1.05, 1.23)  -0.508
C (-0.14, 0.98, -0.15)  -0.471
C (0.78, -0.53, -1.53)  -0.084
C (0.06, -1.11, -0.34)  -0.302
C (0.18, -0.19, 0.73)  -0.646
H (-2.73, 0.01, 2.06)  0.013
H (-0.27, 1.19, 2.23)  0.082
H (-1.10, 0.89, -0.96)  0.174
H (-0.02, -0.31, -2.40)  0.165
H (1.73, -0.88, -1.83)  0.103
H (-0.96, -1.51, -0.65)  0.141
H (0.40, -2.21, -0.04)  0.148
H (2.61, 0.40, 0.12)  -0.018
O (0.88, 0.90, -1.00)  -0.214
S (-2.59, 1.31, 1.16)  0.658
S (1.93, 0.00, 1.38)  0.760

Top of the stability list: run w, leading by 0.1163 hartree.

Run w
C5H8OS2 in the gas phase. Source: OMol25; level of theory: the ωB97M-V functional and the def2-TZVPD basis.

SMILES string: C/C(=C\SC=O)CS
orbital gap: 9.996 eV
HOMO level: -0.347 Ha

Last column: Löwdin charge in e.
CARTESIAN COORDINATES (ANGSTROEM)
C (0.64, -0.39, 1.15)  -0.079
C (0.31, 0.56, 0.03)  -0.456
C (1.38, 0.84, -0.98)  -0.536
C (-0.88, 1.12, -0.11)  -0.382
C (-2.63, -0.94, 0.39)  -0.589
H (1.54, -0.08, 1.69)  0.086
H (-0.17, -0.40, 1.90)  0.067
H (0.80, -1.42, 0.80)  0.086
H (2.29, 1.11, -0.44)  0.080
H (1.07, 1.67, -1.61)  0.070
H (2.67, -1.13, -1.22)  -0.142
H (-1.05, 1.83, -0.95)  0.080
H (-1.92, -1.33, -0.35)  0.088
O (-3.49, -1.62, 0.91)  -0.033
S (1.80, -0.56, -2.06)  0.718
S (-2.36, 0.74, 0.86)  0.942

Run x
C5H8OS2 in the gas phase. Source: OMol25; level of theory: the ωB97M-V functional and the def2-TZVPD basis.

SMILES string: CC(=O)S/C=C\CS
orbital gap: 9.483 eV
HOMO level: -0.326 Ha

Last column: Löwdin charge in e.
CARTESIAN COORDINATES (ANGSTROEM)
C (-2.38, 1.13, 0.03)  -0.046
C (-0.96, 0.82, 0.28)  -0.812
C (1.21, 0.49, 1.23)  -0.444
C (1.83, -0.44, 0.54)  -0.200
C (1.07, -1.49, -0.33)  -0.634
H (-3.09, 0.66, 0.68)  0.074
H (-2.70, 0.96, -0.95)  0.072
H (-2.60, 2.13, 0.37)  0.090
H (1.60, 1.23, 1.80)  0.028
H (2.86, -0.58, 0.16)  0.088
H (-0.07, -1.08, -0.32)  0.087
H (1.08, -2.58, 0.07)  0.093
H (1.03, -0.54, -2.71)  -0.048
O (-0.29, 0.63, -0.68)  -0.057
S (-0.39, 0.26, 1.80)  1.050
S (1.78, -1.59, -1.97)  0.659

Top of the stability list: run w, leading by 0.0863 hartree.

Run w
2 unconnected molecules or ions with the total composition C4H15N2O. Source: OMol25; level of theory: the ωB97M-V functional and the def2-TZVPD basis.

net charge: +1
orbital gap: 11.371 eV
HOMO level: -0.522 Ha

Last column: Löwdin charge in e.
CARTESIAN COORDINATES (ANGSTROEM)
C (0.85, -0.02, 2.17)  -0.062
C (0.74, 1.26, 1.37)  -0.191
N (-0.31, 1.15, 0.31)  -0.045
C (-0.43, 2.37, -0.54)  -0.004
H (1.19, -0.84, 1.54)  0.074
H (1.58, 0.11, 2.96)  0.092
H (-0.10, -0.29, 2.63)  0.087
H (0.48, 2.11, 1.99)  0.130
H (1.68, 1.49, 0.86)  0.133
H (-1.20, 0.96, 0.76)  0.171
H (-0.10, 0.33, -0.34)  0.096
H (-0.56, 3.24, 0.10)  0.102
H (-1.28, 2.25, -1.21)  0.103
H (0.48, 2.47, -1.12)  0.106
N (0.21, -1.03, -1.40)  0.016
C (-0.79, -2.07, -1.22)  -0.334
O (-0.28, -3.25, -1.80)  -0.032
H (1.11, -1.43, -1.11)  0.104
H (0.32, -0.89, -2.40)  0.106
H (-0.98, -2.21, -0.15)  0.118
H (-1.71, -1.75, -1.71)  0.126
H (-0.91, -3.97, -1.68)  0.103

Run x
2 unconnected molecules or ions with the total composition C4H15N2O. Source: OMol25; level of theory: the ωB97M-V functional and the def2-TZVPD basis.

net charge: +1
orbital gap: 11.433 eV
HOMO level: -0.517 Ha

Last column: Löwdin charge in e.
CARTESIAN COORDINATES (ANGSTROEM)
C (-1.78, -0.19, -0.26)  -0.219
N (-1.66, -1.44, 0.48)  0.011
C (-0.68, -0.19, -1.35)  -0.111
N (0.58, -0.61, -0.68)  0.021
C (1.40, 0.47, -0.05)  -0.183
C (2.09, 1.34, -1.08)  -0.059
H (-2.73, 0.01, -0.75)  0.125
H (-1.55, 0.62, 0.43)  0.108
H (-2.23, -2.18, 0.10)  0.098
H (-1.91, -1.30, 1.43)  0.065
H (-0.91, -0.90, -2.14)  0.135
H (-0.53, 0.78, -1.81)  0.122
H (0.21, -1.27, 0.05)  0.144
H (1.17, -1.14, -1.30)  0.172
H (2.11, -0.01, 0.62)  0.134
H (0.73, 1.03, 0.60)  0.112
H (1.40, 1.85, -1.75)  0.077
H (2.72, 2.08, -0.59)  0.093
H (2.75, 0.74, -1.71)  0.090
H (-0.13, -0.56, 3.53)  0.044
H (-0.69, 0.80, 3.36)  0.057
O (-0.37, 0.06, 2.85)  -0.035

Top of the stability list: run x, leading by 0.0106 hartree.